{
  "formula": "C26H43Cl3O2P2Sc",
  "method": "the ωB97M-V functional and the def2-TZVPD basis",
  "total_charge": 1,
  "orbital_gap_ev": [6.39, 5.48],
  "fmax_ev_per_a": 4.12,
  "homo_ev": [-8.94, -8.14],
  "elements": ["Sc", "C", "C", "C", "C", "C", "C", "H", "H", "H", "C", "H", "H", "H", "C", "H", "H", "H", "C", "H", "H", "H", "C", "H", "H", "H", "C", "C", "C", "C", "C", "C", "C", "C", "H", "H", "H", "H", "H", "H", "H", "H", "H", "H", "H", "H", "P", "P", "C", "C", "H", "H", "H", "H", "C", "H", "H", "H", "C", "H", "H", "H", "C", "H", "H", "H", "C", "H", "H", "H", "Cl", "C", "Cl", "Cl", "C", "O", "O"],
  "coordinates": [[0.307, -0.547, 0.780], [-0.474, -2.615, 2.033], [0.903, -2.689, 1.629], [0.728, -1.179, 3.377], [-0.576, -1.666, 3.093], [1.645, -1.776, 2.465], [-1.601, -3.449, 1.554], [-1.302, -4.106, 0.733], [-2.452, -2.836, 1.236], [-1.969, -4.099, 2.358], [-1.772, -1.430, 3.931], [-2.654, -1.905, 3.490], [-1.957, -0.357, 4.083], [-1.630, -1.874, 4.927], [1.071, -0.376, 4.563], [1.013, -0.974, 5.478], [0.393, 0.470, 4.686], [2.098, -0.009, 4.514], [3.112, -1.532, 2.452], [3.591, -1.995, 3.325], [3.327, -0.452, 2.490], [3.579, -1.971, 1.563], [1.487, -3.627, 0.641], [2.016, -4.466, 1.117], [2.219, -3.123, -0.003], [0.704, -4.066, 0.020], [-1.782, 0.871, -3.694], [-1.974, -0.434, -3.443], [-1.201, -1.559, -4.040], [0.345, -1.378, -4.060], [0.925, -0.595, -2.919], [1.038, 0.745, -2.962], [0.590, 1.681, -4.052], [-0.779, 1.362, -4.699], [-1.537, -1.750, -5.086], [0.619, -0.883, -5.012], [-1.450, -2.472, -3.468], [-0.629, 0.613, -5.503], [-2.471, 1.652, -3.320], [-2.885, -0.716, -2.917], [-1.146, 2.311, -5.133], [0.507, 2.684, -3.598], [1.614, 1.285, -2.197], [1.364, 1.734, -4.837], [0.766, -2.402, -4.069], [1.376, -1.225, -2.133], [-2.042, 1.034, -0.146], [1.879, 1.511, 0.154], [-0.913, 2.204, -1.002], [0.436, 2.717, -0.440], [-1.565, 3.071, -1.212], [-0.747, 1.743, -1.984], [0.911, 3.301, -1.246], [0.235, 3.387, 0.418], [2.725, 2.594, 1.313], [3.535, 2.020, 1.778], [2.059, 2.947, 2.103], [3.162, 3.456, 0.790], [3.409, 1.106, -0.785], [3.868, 1.997, -1.241], [3.251, 0.341, -1.562], [4.124, 0.687, -0.052], [-3.696, 0.907, -0.863], [-4.044, -0.121, -0.684], [-3.695, 1.048, -1.949], [-4.410, 1.608, -0.404], [-1.441, -0.676, -0.675], [-1.216, -1.588, 0.002], [-0.659, -0.553, -1.463], [-2.345, -1.111, -1.157], [-2.027, 2.277, 4.817], [-1.088, 2.901, 3.427], [-1.728, 4.459, 2.863], [0.611, 3.131, 3.916], [-1.211, 1.834, 2.294], [-2.175, 1.922, 1.438], [-0.300, 0.972, 2.161]],
  "forces_ev_per_angstrom": [[0.1, -0.2, 2.8], [0.9, 0.7, 0.1], [-0.3, 0.6, 0.8], [-0.1, -1.2, -0.9], [1.2, -0.5, -0.7], [-1.2, -0.1, -0.1], [-0.4, -0.5, 0.0], [-0.1, 0.1, 0.0], [0.0, -0.2, 0.0], [0.0, 0.1, -0.1], [-0.4, 0.2, 0.2], [0.0, 0.2, 0.1], [-0.1, -0.3, 0.0], [0.0, 0.1, -0.2], [0.3, 0.5, 0.3], [-0.1, -0.1, -0.1], [0.1, 0.0, 0.1], [-0.1, 0.2, 0.0], [0.4, 0.0, 0.1], [0.0, 0.1, -0.1], [0.1, -0.3, 0.0], [0.0, 0.2, 0.1], [0.3, -0.4, -0.3], [-0.1, 0.2, 0.0], [-0.1, -0.2, -0.1], [0.2, 0.0, -0.1], [-0.8, -0.5, -0.7], [-1.0, 1.3, -1.0], [0.2, -0.7, -0.1], [-0.3, -0.5, -0.6], [0.6, 0.5, -0.6], [0.9, -0.6, 0.2], [-0.2, 0.2, -0.1], [0.5, 0.2, -0.2], [0.1, 0.1, 0.6], [0.0, -0.4, 0.5], [0.1, 0.3, -0.3], [-0.3, 0.6, 0.4], [0.4, -0.7, -0.1], [0.3, 0.0, 0.0], [0.1, -0.6, -0.1], [0.2, -0.3, -0.2], [-0.5, -0.6, -0.4], [-0.2, 0.1, 0.3], [0.0, 0.6, -0.1], [-0.1, 0.7, -0.1], [1.9, -3.6, 0.0], [-1.0, -0.6, 0.7], [-0.2, -0.1, -0.5], [0.9, -0.1, -0.1], [0.3, 0.0, 0.1], [-0.1, 0.1, 0.5], [-0.4, 0.2, 0.3], [0.4, -0.3, -0.3], [0.0, 0.5, 0.7], [-0.1, 0.2, -0.1], [0.3, -0.1, -0.4], [-0.1, -0.2, 0.1], [0.2, 0.2, -1.1], [0.0, -0.3, 0.1], [0.1, 0.4, 0.3], [-0.5, 0.3, -0.1], [-0.7, 0.6, 0.4], [0.1, 0.5, 0.2], [0.1, 0.2, 0.3], [0.2, -0.2, -0.2], [-1.6, -1.1, -2.1], [-0.1, 1.4, -0.1], [-0.3, -0.4, 0.5], [1.0, 0.1, 0.2], [0.1, 0.3, -0.3], [-0.3, -0.1, 0.1], [0.1, -0.4, 0.1], [-0.7, -0.1, 0.1], [1.8, -1.4, -1.6], [-0.8, 2.6, 2.2], [-1.3, 2.6, 1.0]]
}

---

{
  "formula": "CCl4O2P",
  "method": "the ωB97M-V functional and the def2-TZVPD basis",
  "total_charge": -1,
  "orbital_gap_ev": [8.07, 8.07],
  "fmax_ev_per_a": 2.45,
  "homo_ev": [-5.99, -5.99],
  "elements": ["C", "O", "O", "P", "Cl", "Cl", "Cl", "Cl"],
  "coordinates": [[0.680, 0.387, 0.352], [-1.145, -0.223, -1.718], [-1.674, 1.123, 0.462], [-1.030, 0.005, -0.277], [1.985, -1.322, -0.950], [1.332, 1.692, -0.447], [1.182, 0.153, 2.023], [-1.329, -1.815, 0.555]],
  "forces_ev_per_angstrom": [[1.3, -2.0, -0.4], [0.3, 0.4, -0.2], [-0.1, -0.4, 0.1], [-0.6, 0.4, 0.0], [-0.7, 0.9, 1.1], [0.4, 1.0, 0.0], [-0.4, 0.2, -1.3], [-0.2, -0.5, 0.7]]
}

---

{
  "formula": "C6H10O",
  "method": "the ωB97M-V functional and the def2-TZVPD basis",
  "total_charge": 0,
  "orbital_gap_ev": 10.46,
  "fmax_ev_per_a": 0.41,
  "smiles": "C[C@]12CC[C@H]1CO2",
  "homo_ev": -9.40,
  "elements": ["C", "C", "C", "C", "C", "C", "O", "H", "H", "H", "H", "H", "H", "H", "H", "H", "H"],
  "coordinates": [[0.447, -1.393, -1.350], [-0.171, -0.428, -0.373], [-0.808, 0.935, -0.755], [0.136, 1.638, 0.258], [0.656, 0.266, 0.731], [-0.247, -0.533, 1.679], [-0.998, -1.105, 0.595], [-0.288, -1.796, -2.054], [1.265, -0.932, -1.915], [0.858, -2.225, -0.769], [-0.718, 1.264, -1.795], [-1.862, 0.956, -0.464], [-0.318, 2.285, 1.016], [0.918, 2.211, -0.251], [1.735, 0.134, 0.836], [-0.880, 0.041, 2.368], [0.274, -1.318, 2.241]],
  "forces_ev_per_angstrom": [[0.0, 0.0, 0.0], [0.1, 0.0, -0.3], [-0.1, 0.0, -0.1], [0.1, 0.1, 0.1], [0.2, 0.0, 0.1], [0.1, 0.1, 0.4], [-0.1, -0.1, 0.0], [0.0, 0.1, 0.1], [-0.2, 0.0, 0.0], [0.0, 0.1, -0.2], [0.1, -0.1, 0.1], [0.1, 0.0, -0.1], [0.0, -0.1, -0.1], [-0.1, -0.1, 0.1], [-0.2, 0.0, 0.0], [0.1, 0.0, -0.1], [-0.1, 0.1, 0.0]]
}